Here is a molecular structure, C37H34BrCrF4N11O from the OMol25 dataset. Energies are from the ωB97M-V functional and the def2-TZVPD basis.

Structure (XYZ):
```
89
Properties=species:S:1:pos:R:3:lowdin_charge:R:1
Cr -0.16 0.11 1.17 0.863
C 2.30 -1.47 -0.23 -0.026
N 2.14 -0.66 1.01 -0.176
C 2.86 -1.29 2.14 -0.044
C 2.35 0.73 0.79 -0.368
N 1.20 1.29 0.44 0.034
C 0.99 2.42 -0.39 -0.195
C 1.99 2.78 -1.26 -0.031
C 1.88 3.88 -2.12 -0.034
C 0.72 4.60 -2.13 0.000
C -0.39 4.18 -1.36 -0.141
C -1.62 4.83 -1.59 -0.004
C -2.77 4.32 -1.07 -0.036
C -2.71 3.19 -0.24 -0.025
C -1.52 2.61 0.13 -0.202
N -1.56 1.46 0.97 0.029
C -2.55 1.06 1.75 -0.367
N -2.53 -0.36 1.86 -0.171
C -2.79 -0.96 3.18 -0.044
C -3.28 -1.04 0.78 -0.021
N -3.43 1.79 2.41 -0.085
C -3.16 3.16 2.86 -0.018
C -4.73 1.27 2.87 0.002
C -0.29 3.06 -0.47 -0.049
N 3.50 1.33 1.03 -0.083
C 4.79 0.63 0.91 0.002
C 3.60 2.75 1.38 0.003
H 3.36 -1.63 -0.46 0.095
H 1.83 -0.96 -1.07 0.093
H 1.83 -2.44 -0.10 0.104
H 2.33 -2.21 2.40 0.102
H 2.86 -0.62 3.00 0.098
H 3.88 -1.56 1.89 0.091
H 2.89 2.18 -1.29 0.125
H 2.70 4.14 -2.78 0.124
H 0.61 5.46 -2.77 0.132
H -1.65 5.69 -2.24 0.131
H -3.73 4.76 -1.31 0.124
H -3.64 2.76 0.11 0.123
H -2.40 -0.32 3.97 0.094
H -2.29 -1.93 3.22 0.102
H -3.85 -1.14 3.37 0.093
H -4.35 -1.02 0.96 0.098
H -2.97 -2.08 0.72 0.108
H -3.07 -0.55 -0.17 0.091
H -2.72 3.15 3.85 0.093
H -4.11 3.70 2.91 0.108
H -2.51 3.69 2.18 0.057
H -4.97 0.33 2.39 0.076
H -5.50 1.98 2.59 0.110
H -4.74 1.14 3.95 0.112
H 4.68 -0.31 0.38 0.078
H 5.24 0.45 1.89 0.110
H 5.46 1.26 0.33 0.114
H 2.84 3.01 2.11 0.037
H 3.50 3.40 0.52 0.091
H 4.58 2.91 1.83 0.109
O 0.70 0.52 7.37 0.153
C 0.55 0.47 6.06 -0.283
C 0.44 -0.71 5.31 0.040
C 0.29 -0.61 3.96 -0.160
N 0.24 0.56 3.27 -0.040
C 0.35 1.67 4.00 -0.663
Br 0.33 3.34 3.13 0.973
C 0.50 1.69 5.37 -0.011
H 0.72 -0.36 7.78 0.146
H 0.48 -1.68 5.79 0.141
H 0.21 -1.52 3.36 0.120
H 0.59 2.62 5.91 0.132
F -3.74 -2.39 -4.20 0.142
C -3.16 -1.20 -4.20 -0.148
C -3.71 -0.21 -4.98 -0.139
F -4.77 -0.51 -5.70 0.152
C -3.20 1.11 -5.01 -0.031
C -2.06 1.31 -4.22 -0.146
C -1.54 0.33 -3.41 -0.148
F -0.46 0.63 -2.68 0.101
C -2.08 -0.96 -3.35 -0.025
C -1.59 -1.96 -2.39 -0.153
C -0.99 -1.51 -1.26 -0.137
N -0.54 -1.02 -0.29 0.062
C -1.76 -3.37 -2.52 -0.200
N -1.86 -4.52 -2.55 0.177
F -1.43 2.48 -4.22 0.125
C -3.82 2.16 -5.75 -0.101
C -3.37 3.51 -5.69 -0.172
N -3.06 4.62 -5.60 0.204
C -5.01 1.98 -6.51 -0.166
N -6.00 1.90 -7.10 0.225
```

Results
E = -166677.15110 eV
Net charge = +2
2S+1 = 5



Here is a molecular structure, C37H34Cl2LiN3OP2 at a distorted geometry from the OMol25 dataset. Energies are from the ωB97M-V functional and the def2-TZVPD basis.

Structure (XYZ):
```
80
Properties=species:S:1:pos:R:3:lowdin_charge:R:1
Li 0.48 0.10 0.30 0.487
C -1.31 2.66 -0.54 -0.345
P -1.34 2.20 1.22 1.038
C -3.11 1.72 1.53 -0.345
C -3.30 0.67 2.47 -0.115
C -4.56 0.30 2.87 -0.098
C -5.71 0.92 2.37 -0.078
C -5.49 1.97 1.49 -0.098
C -4.24 2.37 1.10 -0.103
C -1.35 3.85 2.03 -0.352
C -1.19 5.13 1.42 -0.082
C -1.16 6.31 2.17 -0.078
C -1.37 6.22 3.56 -0.084
C -1.41 4.97 4.19 -0.093
C -1.48 3.83 3.43 -0.123
C -1.08 1.56 -1.53 -0.430
C -1.60 1.50 -2.83 -0.089
C -1.03 0.36 -3.46 -0.100
C -0.23 -0.21 -2.50 -0.455
C 0.61 -1.47 -2.56 -0.298
P 0.50 -2.64 -1.09 1.031
C -1.11 -3.47 -1.33 -0.386
C -1.22 -4.83 -0.98 -0.112
C -2.43 -5.49 -1.12 -0.094
C -3.53 -4.85 -1.66 -0.121
C -3.48 -3.54 -2.02 -0.081
C -2.27 -2.85 -1.78 -0.069
C 1.68 -3.85 -1.68 -0.429
C 2.89 -3.97 -1.01 -0.114
C 3.95 -4.72 -1.50 -0.069
C 3.74 -5.48 -2.68 -0.077
C 2.53 -5.40 -3.31 -0.096
C 1.48 -4.64 -2.81 -0.088
N -0.23 0.54 -1.35 -0.055
H -0.44 3.35 -0.55 0.060
H -2.07 3.40 -0.73 0.075
H -2.47 0.11 2.82 0.079
H -4.78 -0.46 3.64 0.111
H -6.69 0.69 2.67 0.090
H -6.41 2.44 1.12 0.110
H -4.20 3.21 0.39 0.119
H -1.03 5.25 0.37 0.054
H -0.96 7.28 1.68 0.114
H -1.27 7.09 4.17 0.087
H -1.52 4.94 5.23 0.086
H -1.52 2.86 3.96 0.106
H -2.40 2.16 -3.29 0.108
H -1.15 0.04 -4.49 0.091
H 1.70 -1.16 -2.62 0.081
H 0.43 -1.99 -3.55 0.104
H -0.31 -5.32 -0.62 0.107
H -2.53 -6.51 -0.75 0.105
H -4.45 -5.41 -1.84 0.107
H -4.29 -3.04 -2.51 0.102
H -2.19 -1.83 -2.23 0.107
H 3.21 -3.32 -0.17 0.091
H 4.92 -4.77 -1.04 0.099
H 4.50 -6.10 -3.11 0.098
H 2.35 -5.84 -4.26 0.096
H 0.56 -4.58 -3.41 0.120
N 6.41 -0.72 3.96 0.187
C 5.98 -1.27 2.83 -0.518
O 6.52 -2.21 2.30 0.074
C 4.66 -0.76 2.27 -0.083
C 3.73 -0.11 3.11 0.004
C 2.55 0.31 2.48 -0.143
N 2.23 0.13 1.22 -0.010
C 3.18 -0.43 0.41 -0.139
C 4.36 -0.91 0.88 -0.004
H 7.31 -1.03 4.28 0.122
H 6.03 0.11 4.34 0.088
H 3.81 0.09 4.16 0.107
H 1.74 0.72 3.15 0.129
H 3.02 -0.50 -0.67 0.113
H 5.02 -1.35 0.13 0.133
Cl 0.28 4.80 -5.21 0.557
C 0.89 5.10 -3.63 -1.073
Cl -0.20 5.91 -2.49 0.503
H 1.76 5.73 -3.65 0.012
H 1.15 4.14 -3.14 0.036
```

Results
Energy above the lowest of the compared OMol25 structures with the same formula, charge and spin = 0.000 eV
E = -89266.83445 eV
Net charge = 0



Here is a molecular structure, C37H34ClN2O9P2ReS3 at a distorted geometry from the OMol25 dataset. Energies are from the ωB97M-V functional and the def2-TZVPD basis.

Structure (XYZ):
```
89
Properties=species:S:1:pos:R:3:lowdin_charge:R:1
Re -2.21 1.51 2.30 1.088
C 7.77 0.47 1.15 -0.040
C 6.31 0.78 0.95 -0.258
C 5.91 1.85 0.15 -0.023
C 4.57 2.16 -0.03 -0.046
C 3.62 1.38 0.61 -0.368
C 3.98 0.33 1.44 -0.073
C 5.33 0.02 1.59 -0.030
S 1.89 1.73 0.41 1.020
O 1.66 3.20 0.47 -0.493
C 1.73 1.30 -1.34 -0.293
C 1.57 2.36 -2.26 -0.039
C 1.30 2.08 -3.56 0.002
C 1.15 0.74 -4.00 -0.147
C 0.81 0.43 -5.35 -0.024
C 0.63 -0.86 -5.75 -0.065
C 0.81 -1.92 -4.83 -0.062
C 1.14 -1.66 -3.53 -0.024
C 1.31 -0.32 -3.08 -0.116
C 1.61 -0.01 -1.72 -0.185
C 1.73 -1.09 -0.71 -0.168
C 2.92 -1.87 -0.63 -0.117
C 4.01 -1.65 -1.52 -0.001
C 5.16 -2.37 -1.39 -0.048
C 5.28 -3.34 -0.36 -0.056
C 4.25 -3.57 0.50 -0.022
C 3.04 -2.84 0.39 -0.151
C 1.97 -3.04 1.30 0.005
C 0.84 -2.29 1.22 -0.036
C 0.74 -1.31 0.20 -0.315
S -0.70 -0.30 0.08 1.118
O -0.99 0.02 1.58 -0.701
C -1.88 -1.54 -0.36 -0.390
C -2.51 -2.33 0.59 -0.109
C -3.40 -3.30 0.15 -0.019
C -3.67 -3.48 -1.20 -0.248
C -4.68 -4.51 -1.65 -0.036
C -3.02 -2.67 -2.13 -0.016
C -2.13 -1.70 -1.72 -0.053
H 8.35 0.74 0.27 0.081
H 7.92 -0.59 1.36 0.078
H 8.17 1.04 1.99 0.090
H 6.67 2.45 -0.35 0.119
H 4.27 3.00 -0.64 0.120
H 3.22 -0.25 1.95 0.115
H 5.62 -0.80 2.23 0.120
H 1.65 3.38 -1.89 0.113
H 1.18 2.88 -4.28 0.121
H 0.68 1.25 -6.05 0.118
H 0.36 -1.08 -6.77 0.109
H 0.68 -2.94 -5.16 0.109
H 1.27 -2.48 -2.83 0.121
H 3.91 -0.91 -2.30 0.127
H 5.98 -2.20 -2.07 0.113
H 6.21 -3.89 -0.26 0.111
H 4.34 -4.31 1.28 0.119
H 2.07 -3.79 2.08 0.125
H 0.02 -2.43 1.91 0.113
H -2.31 -2.19 1.64 0.103
H -3.89 -3.93 0.88 0.124
H -4.71 -5.36 -0.97 0.083
H -4.45 -4.87 -2.65 0.083
H -5.68 -4.07 -1.68 0.092
H -3.22 -2.81 -3.19 0.123
H -1.63 -1.07 -2.45 0.114
O -0.40 4.75 0.36 -0.044
P -1.33 3.74 1.06 0.265
O -0.91 3.14 2.40 -0.337
O -1.88 2.55 0.28 -0.365
O -2.60 4.71 1.39 -0.225
P -4.00 4.06 1.86 0.260
O -4.56 3.37 0.53 -0.141
O -5.02 4.95 2.39 -0.212
O -3.52 2.92 2.83 -0.490
H -0.77 5.65 0.38 0.127
H -3.86 3.05 -0.07 0.063
Cl -2.02 0.49 4.30 0.125
S -4.15 0.33 1.64 0.723
C -5.33 1.01 2.75 -0.727
N -5.37 0.84 4.05 0.062
C -6.45 1.62 4.67 -0.078
C -7.03 2.39 3.46 -0.081
N -6.33 1.75 2.33 0.065
H -4.60 0.41 4.55 0.088
H -6.06 2.28 5.44 0.129
H -7.18 0.94 5.12 0.122
H -6.78 3.45 3.48 0.111
H -8.10 2.27 3.37 0.124
H -6.28 2.19 1.42 0.132
```

Results
Energy above the lowest of the compared OMol25 structures with the same formula, charge and spin = 0.049 eV
E = -126068.28325 eV
Net charge = +1
2S+1 = 2